Record 1
A structure of composition C19H24N3O4PbS2 at a distorted geometry, computed with ωB97M-V/def2-TZVPD.

The HOMO energy comes out at -11.84 eV. As for the energy relative to the best compared isomer or geometry (same formula, charge and spin): 341.0 kJ/mol. The HOMO-LUMO gap is 6.12 eV.

Structure (ORCA input):
```
! wB97M-V def2-TZVPD RIJCOSX def2/J DEFGRID3
* xyz 1 1
Pb -0.40 -1.21 0.43
O 1.94 -2.53 3.11
S 0.74 -1.74 3.00
O 0.18 -1.17 4.18
O 0.99 -0.61 1.94
O -0.34 -2.55 2.23
C -0.27 -3.85 -1.30
N 0.67 -3.26 -0.32
C 0.96 -4.29 0.70
C 1.94 -2.87 -0.95
C 1.76 -1.72 -1.92
N 1.20 -0.53 -1.26
C 0.58 0.34 -2.28
C 2.26 0.20 -0.52
H 0.18 -4.73 -1.77
H -0.55 -3.14 -2.07
H -1.18 -4.16 -0.77
H 1.41 -5.14 0.18
H 0.05 -4.60 1.20
H 1.64 -3.90 1.46
H 2.34 -3.74 -1.50
H 2.64 -2.64 -0.15
H 1.09 -2.00 -2.73
H 2.72 -1.46 -2.37
H 1.34 0.66 -3.00
H 0.14 1.21 -1.81
H -0.19 -0.22 -2.81
H 2.96 0.62 -1.24
H 2.78 -0.47 0.16
H 1.80 0.98 0.08
S -2.48 3.52 -0.29
C -1.02 4.08 -1.02
C -0.82 5.21 -1.80
C 0.46 5.47 -2.24
C 1.53 4.63 -1.89
C 1.32 3.50 -1.11
C 0.03 3.21 -0.68
N -0.34 2.12 0.11
C -1.60 2.19 0.40
C -2.29 1.28 1.32
C -3.27 1.82 2.16
C -3.91 1.06 3.13
C -3.57 -0.26 3.31
C -2.60 -0.86 2.50
C -2.00 -0.04 1.57
H -1.63 5.87 -2.05
H 0.65 6.34 -2.84
H 2.53 4.87 -2.22
H 2.15 2.88 -0.82
H -3.49 2.88 2.07
H -4.66 1.52 3.76
H -4.05 -0.86 4.07
H -2.32 -1.89 2.65
*
```



Record 2
The molecule C19H24N4O2, computed with ωB97M-V/def2-TZVPD.

As for the structure (SMILES): COc1ccccc1NC(=O)[C@H]1CCCN(c2nc(C)cc(C)n2)C1. The HOMO energy comes out at -7.93 eV. As for the energy relative to the best compared isomer or geometry (same formula, charge and spin): 11.8 kJ/mol. The HOMO-LUMO gap is 8.63 eV.

Structure (ORCA input):
```
! wB97M-V def2-TZVPD RIJCOSX def2/J DEFGRID3
* xyz 0 1
C 3.70 2.37 1.49
O 2.53 2.11 0.75
C 2.59 1.15 -0.24
C 3.73 0.44 -0.59
C 3.67 -0.52 -1.59
C 2.48 -0.76 -2.25
C 1.34 -0.05 -1.91
C 1.38 0.91 -0.91
N 0.27 1.63 -0.48
C -1.00 1.60 -0.97
O -1.30 1.12 -2.04
C -2.02 2.23 -0.01
C -3.41 2.28 -0.66
C -4.30 1.13 -0.18
C -3.51 -0.17 -0.10
N -2.38 -0.02 0.80
C -1.38 -0.93 0.71
N -1.62 -2.02 -0.02
C -0.64 -2.91 -0.12
C -0.90 -4.11 -0.97
C 0.58 -2.72 0.54
C 0.72 -1.58 1.31
C 1.97 -1.30 2.08
N -0.25 -0.68 1.39
C -2.08 1.32 1.24
H 4.05 1.48 2.02
H 4.50 2.76 0.86
H 3.42 3.13 2.22
H 4.66 0.62 -0.08
H 4.56 -1.06 -1.85
H 2.43 -1.51 -3.02
H 0.40 -0.24 -2.42
H 0.43 2.12 0.39
H -1.68 3.23 0.27
H -3.28 2.20 -1.74
H -3.89 3.24 -0.45
H -5.13 1.00 -0.88
H -4.73 1.36 0.79
H -4.14 -0.99 0.26
H -3.14 -0.44 -1.10
H -0.78 -5.02 -0.38
H -1.91 -4.06 -1.36
H -0.19 -4.14 -1.79
H 1.37 -3.44 0.45
H 2.07 -2.04 2.88
H 1.92 -0.31 2.52
H 2.84 -1.38 1.43
H -2.84 1.68 1.93
H -1.12 1.28 1.76
*
```



Record 3
The molecule C19H24N4O3, computed with ωB97M-V/def2-TZVPD.

As for the structure (SMILES): CC#CC[C@H](NC(=O)c1ncn2ccccc12)C(=O)N[C@H](CO)CCC. The HOMO energy comes out at -8.22 eV. As for the energy relative to the best compared isomer or geometry (same formula, charge and spin): 271.7 kJ/mol. The HOMO-LUMO gap is 8.55 eV.

Structure (ORCA input):
```
! wB97M-V def2-TZVPD RIJCOSX def2/J DEFGRID3
* xyz 0 1
C -2.92 -3.10 2.69
C -1.83 -2.36 2.04
C -0.94 -1.76 1.51
C 0.13 -1.02 0.84
C -0.43 0.18 0.07
N -1.34 -0.24 -0.98
C -0.91 -0.51 -2.23
O 0.28 -0.64 -2.50
C -1.96 -0.66 -3.24
N -3.29 -0.52 -2.96
C -3.93 -0.70 -4.08
N -3.06 -0.95 -5.11
C -3.31 -1.18 -6.45
C -2.26 -1.39 -7.28
C -0.92 -1.36 -6.77
C -0.68 -1.13 -5.46
C -1.78 -0.92 -4.59
C 0.59 1.19 -0.48
O 0.20 2.28 -0.87
N 1.90 0.84 -0.43
C 2.91 1.65 -1.10
C 2.77 1.52 -2.62
O 2.98 0.19 -3.05
C 4.28 1.23 -0.58
C 5.44 2.03 -1.15
C 6.76 1.68 -0.48
H -3.47 -2.46 3.37
H -3.61 -3.49 1.95
H -2.52 -3.94 3.26
H 0.85 -0.67 1.58
H 0.65 -1.69 0.16
H -1.03 0.78 0.76
H -2.33 -0.07 -0.88
H -5.00 -0.67 -4.23
H -4.34 -1.18 -6.76
H -2.45 -1.57 -8.32
H -0.10 -1.52 -7.45
H 0.32 -1.10 -5.05
H 2.10 -0.14 -0.37
H 2.72 2.70 -0.84
H 1.79 1.88 -2.91
H 3.52 2.15 -3.11
H 2.14 -0.27 -2.95
H 4.27 1.33 0.51
H 4.43 0.17 -0.80
H 5.53 1.84 -2.22
H 5.25 3.10 -1.04
H 7.59 2.24 -0.90
H 6.73 1.89 0.59
H 6.99 0.62 -0.59
*
```



Record 4
The molecule C19H24N4O3, computed with ωB97M-V/def2-TZVPD.

As for the structure (SMILES): CC#CC[C@H](NC(=O)c1ncn2ccccc12)C(=O)N[C@H](CO)CCC. The HOMO energy comes out at -8.02 eV. As for the energy relative to the best compared isomer or geometry (same formula, charge and spin): 325.4 kJ/mol. The HOMO-LUMO gap is 8.39 eV.

Structure (ORCA input):
```
! wB97M-V def2-TZVPD RIJCOSX def2/J DEFGRID3
* xyz 0 1
C 5.29 -1.80 1.44
C 4.00 -1.11 1.30
C 2.95 -0.54 1.16
C 1.67 0.16 1.01
C 0.66 -0.59 0.14
N 0.63 -0.15 -1.25
C 1.66 0.20 -2.05
O 2.84 0.23 -1.71
C 1.25 0.56 -3.42
N -0.03 0.56 -3.85
C -0.03 0.93 -5.10
N 1.25 1.18 -5.54
C 1.70 1.58 -6.76
C 3.04 1.76 -6.94
C 3.94 1.53 -5.87
C 3.48 1.13 -4.64
C 2.10 0.94 -4.46
C -0.73 -0.47 0.77
O -0.98 -1.10 1.78
N -1.62 0.37 0.21
C -2.98 0.53 0.69
C -3.84 -0.65 0.29
O -4.03 -0.64 -1.12
C -3.52 1.87 0.21
C -4.93 2.18 0.71
C -5.39 3.57 0.28
H 5.16 -2.86 1.27
H 6.00 -1.41 0.71
H 5.69 -1.64 2.44
H 1.27 0.28 2.02
H 1.85 1.16 0.62
H 0.86 -1.66 0.17
H -0.26 -0.23 -1.72
H -0.89 1.04 -5.74
H 0.96 1.74 -7.53
H 3.42 2.08 -7.90
H 5.00 1.68 -6.02
H 4.15 0.95 -3.82
H -1.35 0.92 -0.59
H -2.95 0.54 1.79
H -3.35 -1.58 0.61
H -4.80 -0.61 0.82
H -4.41 -1.48 -1.38
H -2.84 2.66 0.54
H -3.52 1.89 -0.89
H -5.63 1.44 0.32
H -4.96 2.10 1.80
H -6.40 3.77 0.64
H -4.73 4.35 0.69
H -5.40 3.67 -0.80
*
```



Record 5
A structure of composition C19H24N4O5S at a distorted geometry, computed with ωB97M-V/def2-TZVPD.

The HOMO energy comes out at -8.04 eV. As for the energy relative to the best compared isomer or geometry (same formula, charge and spin): 1957.6 kJ/mol. The HOMO-LUMO gap is 8.42 eV.

Structure (ORCA input):
```
! wB97M-V def2-TZVPD RIJCOSX def2/J DEFGRID3
* xyz 0 1
C 2.60 2.65 6.74
H 1.76 2.44 7.27
O 3.02 1.32 6.05
C 2.30 0.68 5.33
C 1.20 1.03 4.98
C 0.26 0.34 4.30
C 0.75 -0.72 3.83
C 2.07 -1.42 4.04
C 2.86 -0.63 4.90
O 4.11 -0.80 5.19
C 4.50 -2.14 4.85
H 4.72 -2.18 3.75
H 5.85 -2.04 5.09
H 3.98 -2.92 5.10
H 2.45 -2.33 3.61
C -0.08 -1.73 2.93
O 0.32 -2.87 2.65
N -1.13 -1.19 2.26
H -1.30 -0.39 2.05
C -1.97 -1.98 1.30
C -1.98 -1.32 0.01
N -1.85 0.04 -0.02
N -2.21 0.30 -1.41
C -2.75 -0.64 -1.85
O -2.65 -2.07 -1.14
S -3.36 -0.92 -3.61
C -2.43 0.70 -4.28
C -1.17 0.29 -4.27
O -0.55 -0.54 -3.83
N -0.35 1.57 -4.65
C -0.90 2.63 -5.15
H -1.82 2.71 -5.05
C -0.49 2.89 -6.63
C 1.19 2.87 -6.77
C 1.64 1.54 -6.14
C 0.92 1.29 -4.70
H 1.48 0.28 -4.35
H 1.39 2.38 -4.03
H 2.63 1.44 -6.17
H 1.07 0.64 -6.57
H 1.30 3.05 -7.86
H 1.39 3.78 -6.03
H -0.76 3.89 -6.90
H -0.80 2.20 -7.17
H -0.36 3.44 -4.47
H -2.97 0.74 -5.40
H -2.83 1.54 -3.69
H -1.27 -2.83 0.89
H -2.89 -2.46 1.58
H -0.85 0.55 4.19
H 0.55 1.88 5.45
H 2.39 3.25 5.96
H 3.45 2.87 7.16
*
```



Record 6
A structure of composition C19H24N4PtS3 at a distorted geometry, computed with ωB97M-V/def2-TZVPD.

The HOMO energy comes out at -6.91 eV. The HOMO-LUMO gap is 7.23 eV.

Structure (ORCA input):
```
! wB97M-V def2-TZVPD RIJCOSX def2/J DEFGRID3
* xyz 0 1
Pt -0.77 2.04 -0.28
C 1.74 3.44 -0.44
N 1.30 2.14 0.15
C 1.97 1.01 -0.56
C 0.98 0.02 -1.15
N -0.13 0.68 -1.86
C 0.25 1.25 -3.17
C -1.29 -0.21 -2.05
C -1.11 -1.53 -2.42
C -2.21 -2.35 -2.64
C -3.48 -1.83 -2.48
C -3.66 -0.50 -2.11
C -2.57 0.34 -1.91
S -2.74 2.05 -1.49
C 1.54 2.23 1.59
C 2.80 1.98 2.14
C 3.00 2.14 3.50
C 1.95 2.58 4.30
C 0.72 2.86 3.74
C 0.49 2.70 2.37
S -1.06 3.14 1.67
H 2.82 3.55 -0.32
H 1.22 4.25 0.07
H 1.47 3.48 -1.50
H 2.62 0.46 0.12
H 2.61 1.44 -1.34
H 0.52 -0.54 -0.33
H 1.53 -0.68 -1.79
H 0.50 0.44 -3.87
H 1.11 1.90 -3.06
H -0.59 1.82 -3.55
H -0.11 -1.93 -2.56
H -2.07 -3.38 -2.94
H -4.35 -2.46 -2.63
H -4.65 -0.10 -1.97
H 3.62 1.67 1.50
H 3.97 1.93 3.93
H 2.09 2.69 5.37
H -0.10 3.20 4.37
S -1.13 -0.59 1.75
C -0.96 -2.20 1.41
N 0.18 -2.95 1.56
C -0.09 -4.37 1.36
C -1.39 -4.33 0.54
N -1.91 -3.02 0.89
H 0.84 -2.62 2.24
H -0.24 -4.89 2.32
H 0.72 -4.85 0.83
H -2.08 -5.12 0.81
H -1.18 -4.40 -0.53
H -2.70 -2.60 0.43
*
```



Record 7
The molecule C19H24N4S, computed with ωB97M-V/def2-TZVPD.

As for the structure (SMILES): S=C(NC1CCCCC1)N1CCn2cccc2[C@H]1c1cccnc1. The HOMO energy comes out at -8.12 eV. As for the energy relative to the best compared isomer or geometry (same formula, charge and spin): 47.1 kJ/mol. The HOMO-LUMO gap is 8.76 eV.

Structure (ORCA input):
```
! wB97M-V def2-TZVPD RIJCOSX def2/J DEFGRID3
* xyz 0 1
S -0.42 -2.47 -2.01
C -0.25 -1.36 -0.79
N -1.21 -0.42 -0.64
C -1.79 0.02 0.63
C -2.71 1.21 0.37
C -3.99 0.81 -0.37
C -4.72 -0.31 0.36
C -3.80 -1.52 0.54
C -2.55 -1.12 1.32
N 0.85 -1.34 0.02
C 1.72 -2.50 0.03
C 2.99 -2.21 -0.77
N 3.63 -1.09 -0.13
C 4.96 -0.84 0.00
C 5.11 0.27 0.79
C 3.82 0.70 1.16
C 2.93 -0.17 0.58
C 1.42 -0.12 0.58
C 1.07 1.12 -0.21
C 0.71 2.30 0.43
C 0.47 3.43 -0.32
C 0.60 3.35 -1.70
N 0.96 2.23 -2.32
C 1.19 1.16 -1.60
H -1.92 -0.51 -1.36
H -0.98 0.34 1.28
H -2.99 1.64 1.34
H -2.17 1.97 -0.20
H -4.64 1.68 -0.46
H -3.74 0.48 -1.39
H -5.61 -0.60 -0.20
H -5.04 0.05 1.34
H -4.33 -2.31 1.09
H -3.52 -1.92 -0.43
H -2.83 -0.79 2.32
H -1.88 -1.98 1.42
H 1.99 -2.71 1.07
H 1.18 -3.34 -0.39
H 2.72 -1.98 -1.81
H 3.66 -3.08 -0.77
H 5.69 -1.47 -0.47
H 6.03 0.72 1.07
H 3.58 1.54 1.77
H 1.08 0.00 1.62
H 0.62 2.33 1.51
H 0.19 4.36 0.15
H 0.43 4.20 -2.33
H 1.48 0.28 -2.16
*
```



Record 8
A structure of composition C19H24NSTi at a distorted geometry, computed with ωB97M-V/def2-TZVPD.

The HOMO energy (spin up / spin down) comes out at -10.74 / -10.74 eV. The HOMO-LUMO gap (spin up / spin down) is 6.64 / 6.63 eV.

Structure (ORCA input):
```
! wB97M-V def2-TZVPD RIJCOSX def2/J DEFGRID3
* xyz 1 1
C 2.13 -0.68 -0.97
C 2.02 -0.78 -2.49
C 3.26 0.30 -0.65
C 2.57 -2.05 -0.49
H 4.24 -0.21 -0.68
H 3.17 0.73 0.35
H 3.32 1.13 -1.35
H 3.01 -0.92 -2.95
H 1.58 0.10 -2.96
H 1.42 -1.64 -2.79
H 3.28 -2.50 -1.20
H 1.74 -2.75 -0.40
H 3.08 -2.02 0.47
C -1.33 2.13 -0.13
C 0.01 2.52 -0.30
C 0.46 2.00 -1.53
H 0.60 3.11 0.39
C -0.59 1.28 -2.11
C -1.72 1.36 -1.25
H -2.70 0.97 -1.44
H -1.96 2.38 0.71
H 1.44 2.14 -1.95
H -0.56 0.78 -3.06
C -0.89 -1.23 2.03
C -0.89 0.14 2.37
C 0.45 0.57 2.42
H -1.76 0.74 2.56
C 1.28 -0.52 2.12
C 0.45 -1.64 1.87
H 0.78 -2.63 1.60
H -1.76 -1.86 1.95
H 0.78 1.57 2.65
H 2.35 -0.51 2.09
Ti 0.00 0.00 0.00
S -2.66 -0.41 0.36
C -4.16 -0.62 0.53
N -4.54 -1.08 1.74
C -5.83 -1.02 2.11
C -6.77 -0.47 1.24
C -6.36 0.04 0.00
C -5.04 -0.03 -0.37
H -3.84 -1.42 2.43
H -6.08 -1.38 3.09
H -7.79 -0.40 1.54
H -7.05 0.53 -0.67
H -4.72 0.44 -1.29
*
```